{
  "formula": "C29H60ClNO3PS",
  "method": "the ωB97M-V functional and the def2-TZVPD basis",
  "homo_lumo_gap_ev": 7.53,
  "energy_ev": -71319.7033,
  "homo_ev": -11.76,
  "max_force_ha_per_bohr": 0.0226,
  "charge": 1,
  "species": ["C", "C", "C", "C", "C", "C", "C", "C", "C", "C", "C", "C", "C", "C", "C", "C", "C", "C", "C", "C", "C", "C", "C", "P", "O", "Cl", "N", "C", "C", "C", "S", "C", "O", "H", "H", "H", "H", "H", "H", "H", "H", "H", "H", "H", "H", "H", "H", "H", "H", "H", "H", "H", "H", "H", "H", "H", "H", "H", "H", "H", "H", "H", "H", "H", "H", "H", "H", "H", "H", "H", "H", "H", "H", "H", "H", "H", "H", "H", "H", "H", "H", "H", "H", "H", "H", "H", "H", "C", "C", "O", "H", "H", "H", "H", "H", "H"],
  "coordinates": [[1.7387, 2.2860, 3.0101], [0.7754, 1.2478, 2.4307], [-0.3193, 0.7805, 3.4093], [-0.6149, -0.7247, 3.3284], [-2.0523, -1.1752, 3.6803], [-2.9366, -0.1600, 4.4144], [-3.7262, 0.7305, 3.4584], [-4.4117, 1.9358, 4.0950], [-3.5196, 2.9280, 4.8702], [-3.5937, 4.3823, 4.3735], [-2.3108, 4.8895, 3.7050], [-1.6751, 3.8708, 2.7365], [-1.3871, 4.3558, 1.2977], [-2.0703, 3.4753, 0.2533], [-1.4913, 3.6352, -1.1504], [-2.3196, 2.9272, -2.2307], [-1.4957, 1.9940, -3.1081], [-0.7864, 0.9289, -2.2752], [-0.3227, -0.2806, -3.0730], [0.5212, -1.2136, -2.2036], [0.9060, -2.5321, -2.9097], [0.6436, -3.7004, -1.9284], [1.7708, -3.4397, -0.9685], [1.7895, -3.8118, 0.8628], [0.2499, -4.3374, 0.8401], [2.8404, -5.5507, 0.6214], [2.7562, -2.8614, -1.5705], [3.9968, -2.4189, -0.8947], [5.2591, -2.4052, -1.7509], [6.3564, -1.5345, -1.1122], [7.2631, -0.6795, -2.4302], [2.4100, -2.7049, -3.0359], [3.0126, -1.6436, -3.6761], [1.9756, 2.0717, 4.0544], [2.6790, 2.3120, 2.4526], [1.3180, 3.2941, 2.9562], [0.2762, 1.6984, 1.5647], [1.3368, 0.3882, 2.0490], [-1.2374, 1.3432, 3.2065], [0.0049, 1.0344, 4.4235], [-0.4074, -1.0516, 2.2985], [0.0945, -1.2634, 3.9600], [-1.9759, -2.0704, 4.3026], [-2.5707, -1.4757, 2.7651], [-2.3524, 0.4402, 5.1188], [-3.6674, -0.7187, 5.0095], [-3.0917, 1.0492, 2.6211], [-4.5130, 0.1037, 3.0212], [-5.2119, 1.5626, 4.7437], [-4.9154, 2.4823, 3.2896], [-3.8213, 2.9102, 5.9206], [-2.4768, 2.5856, 4.8576], [-3.8080, 5.0443, 5.2182], [-4.4388, 4.4941, 3.6849], [-2.5418, 5.8171, 3.1727], [-1.5942, 5.1402, 4.4931], [-0.7262, 3.5370, 3.1703], [-2.3312, 2.9956, 2.6644], [-1.7462, 5.3817, 1.1718], [-0.3087, 4.3706, 1.1135], [-3.1342, 3.7423, 0.2164], [-2.0170, 2.4235, 0.5582], [-1.4134, 4.7072, -1.3651], [-0.4615, 3.2602, -1.1439], [-3.0823, 2.3076, -1.7404], [-2.8580, 3.6543, -2.8440], [-0.7593, 2.5505, -3.6978], [-2.1736, 1.4911, -3.8090], [0.1002, 1.3630, -1.7956], [-1.4466, 0.5877, -1.4682], [-1.1980, -0.8264, -3.4461], [0.2724, 0.0523, -3.9320], [-0.0566, -1.4269, -1.2961], [1.4089, -0.6494, -1.8972], [0.3674, -2.5989, -3.8537], [-0.3367, -3.6933, -1.4647], [0.8815, -4.6786, -2.3700], [0.0157, -4.8527, 1.6236], [3.7898, -1.4137, -0.5107], [4.1484, -3.0740, -0.0352], [5.0411, -2.0245, -2.7402], [5.6487, -3.4223, -1.8459], [5.9272, -0.7918, -0.4361], [7.0541, -2.1393, -0.5350], [8.4615, -0.6893, -1.8448], [2.5856, -3.6640, -3.5376], [3.6525, -1.9476, -4.3267], [1.8032, -4.2801, -6.4320], [0.3364, -4.3682, -6.0417], [-0.3859, -5.2785, -6.8456], [1.9103, -3.9886, -7.4758], [2.3318, -3.5448, -5.8198], [2.2924, -5.2493, -6.3078], [-0.1483, -3.4009, -6.1776], [0.2409, -4.6502, -4.9828], [-0.0037, -6.1561, -6.7521]]
}